Formula: CH5INO
Source: the OMol25 dataset
Level of theory: ωB97M-V/def2-TZVPD

Properties
Charge: +1
Strongest force on any atom, eV/A: 5.0
Relative energy (zero: lowest compared OMol25 entry of this formula, charge and spin), kJ/mol: 53.7
Lowest unoccupied orbital energy (spin up / spin down), Ha: -0.1362 / -0.2975
Energy, eV: -12744.3199
Kohn-Sham gap (spin up / spin down), eV: 6.77 / 6.78
E_HOMO (spin up / spin down), eV: -10.477 / -14.877
2S+1: 3

Last column: natural (NBO) charge in e.
Element x y z (Å)
C 0.41 -0.21 0.29  -0.051
N -1.01 -0.14 -0.29  -0.754
O 0.71 1.14 0.54  -0.716
I 1.85 -1.01 -1.13  0.463
H 0.32 -0.86 1.11  0.175
H -1.05 0.72 -1.04  0.460
H -1.67 0.29 0.37  0.449
H -1.31 -1.08 -0.68  0.458
H 1.75 1.15 0.82  0.515